149
Properties=species:S:1:pos:R:3:forces:R:3 method="wB97M-V/def2-TZVPD" smiles="[H]/N=C(/N)NCCCC[C@H](F)O[C@@H](CCCCC(F)(F)C(F)(F)S(F)(F)(F)(F)F)[C@H](NCCOC(C)=O)P(=N)(O)O.CCOCC.CCOCC.CCOCC.CCOCC.CCOCC" orbital_gap_ev=9.16 total_energy_ha=-4262.557147
H -5.4546 3.8930 -1.1017 0.0 -0.1 0.0
N -5.9834 3.0541 -0.8620 -0.1 0.0 -0.3
C -6.7883 2.8086 -1.8072 0.1 0.1 0.4
N -7.6316 1.6518 -1.7639 0.3 -0.2 0.0
N -6.9029 3.6509 -2.9632 0.0 -0.2 -0.1
C -6.8720 2.8932 -4.2351 -0.4 -0.1 0.1
C -5.5550 2.1685 -4.4774 0.3 0.1 0.0
C -4.3473 3.0859 -4.7762 -0.6 0.1 0.4
C -3.7402 3.7171 -3.5127 0.3 0.0 0.0
C -2.2475 4.0334 -3.6280 -0.5 0.3 -0.4
F -1.5728 3.5797 -2.4970 -0.1 0.0 -0.2
O -2.0864 5.4170 -3.7566 0.0 -0.5 0.5
C -0.7463 5.9068 -3.7079 0.3 0.6 -0.6
C -0.2807 6.4407 -5.0909 0.4 0.0 0.3
C 0.9992 5.7442 -5.5631 0.1 -0.3 0.1
C 0.8264 4.2328 -5.8271 0.3 0.6 0.0
C 2.1820 3.5116 -5.7642 0.1 0.1 -0.5
C 2.0832 2.0281 -5.4758 -0.5 0.3 -0.3
F 3.2005 1.3662 -5.8376 0.2 0.1 0.2
F 1.0671 1.5055 -6.2440 0.2 0.0 0.1
C 1.6933 1.5814 -4.0387 0.3 -0.4 0.1
F 1.7857 0.2513 -3.9848 -0.1 -0.2 -0.1
F 0.4320 1.9064 -3.7899 -0.3 0.3 0.0
S 2.7341 2.2591 -2.5945 -0.2 -0.4 0.3
F 3.4104 0.8458 -2.3452 0.1 0.3 0.1
F 1.5623 1.8654 -1.5861 0.3 0.1 -0.1
F 2.0661 3.6954 -2.8242 0.1 0.0 0.0
F 3.9324 2.6455 -3.5648 0.0 0.1 0.1
F 3.5471 2.8659 -1.3859 -0.2 -0.1 -0.2
C -0.6946 7.0052 -2.6188 -0.8 -0.8 -0.6
N -0.9346 6.3981 -1.3056 0.3 0.6 0.0
C 0.0934 6.6160 -0.2778 -0.2 -0.6 0.1
C 0.7251 5.2896 0.1830 0.1 0.0 -0.2
O 0.5118 5.1533 1.5940 0.0 0.0 -0.1
C 0.6418 3.8727 2.0737 -0.1 -0.1 0.0
C -0.5676 2.9984 1.8760 0.0 -0.1 -0.3
O 1.6271 3.5400 2.6575 0.2 -0.1 0.1
P -1.9186 8.3835 -2.8183 0.4 0.8 1.2
N -1.7595 9.4549 -1.6969 0.0 -0.5 -0.4
O -3.4105 7.8027 -2.8944 0.3 -0.2 -0.4
O -1.7522 9.0391 -4.2698 -0.3 -0.1 0.1
H -8.4364 1.8379 -1.1713 -0.1 0.1 -0.2
H -7.1185 0.9134 -1.2900 -0.1 0.1 0.1
H -7.8029 4.1202 -2.9066 0.1 0.1 0.0
H -7.6873 2.1589 -4.2422 0.1 0.0 -0.1
H -7.0544 3.6145 -5.0398 0.1 -0.1 0.1
H -5.3140 1.5295 -3.6174 -0.1 0.0 -0.1
H -5.7023 1.4916 -5.3277 0.0 0.1 0.1
H -4.7157 3.8885 -5.4270 0.4 -0.2 -0.2
H -3.5944 2.4864 -5.2980 0.0 0.2 0.0
H -4.2573 4.6475 -3.2587 0.0 -0.2 0.0
H -3.8638 3.0312 -2.6696 0.1 0.0 -0.1
H -1.8125 3.5322 -4.5045 0.2 -0.1 0.3
H -0.0502 5.1200 -3.3996 -0.3 0.0 0.2
H -1.0829 6.3515 -5.8276 0.0 0.0 0.1
H -0.0342 7.4998 -4.9650 -0.2 -0.1 -0.3
H 1.7631 5.8905 -4.7845 -0.1 -0.1 -0.1
H 1.3971 6.2195 -6.4683 -0.1 0.0 0.2
H 0.1186 3.8284 -5.1022 0.1 -0.1 -0.1
H 0.4090 4.1146 -6.8300 -0.2 -0.2 0.2
H 2.6632 3.5741 -6.7487 0.0 -0.1 0.2
H 2.8570 4.0131 -5.0701 -0.1 -0.2 0.0
H 0.2893 7.4823 -2.6730 -0.1 0.0 0.1
H -1.8283 6.6931 -0.9375 0.1 -0.1 0.1
H -0.3822 7.0477 0.6087 0.3 0.1 -0.1
H 0.8841 7.2812 -0.6363 -0.2 0.1 0.0
H 1.8031 5.2714 -0.0260 -0.1 0.0 0.2
H 0.2710 4.4473 -0.3518 -0.1 0.2 0.0
H -0.3055 1.9622 2.0958 -0.1 0.2 0.0
H -0.9425 3.0626 0.8487 0.0 0.1 0.2
H -1.3715 3.3371 2.5363 0.1 0.0 0.0
H -1.0129 9.2705 -1.0397 0.0 0.2 0.0
H -3.5285 6.9859 -2.3958 0.0 0.0 -0.1
H -1.8458 9.9952 -4.1232 0.2 -0.1 -0.1
C 1.1958 0.3793 4.6830 -0.1 -0.1 0.0
C 0.4387 0.7985 5.9304 0.1 0.0 0.0
O -0.9530 0.5370 5.8802 -0.1 0.1 0.0
C -1.3216 -0.8199 5.7096 0.0 -0.1 -0.1
C -0.8140 -1.7390 6.8060 0.1 0.1 0.1
H 0.7618 0.8471 3.7999 0.1 0.0 0.0
H 2.2397 0.6845 4.7571 0.0 0.1 0.0
H 1.1734 -0.7022 4.5365 0.0 0.0 0.0
H 0.5211 1.8780 6.0601 0.0 0.0 0.0
H 0.8853 0.3392 6.8208 0.0 0.0 0.0
H -0.9986 -1.1846 4.7273 0.0 0.0 0.0
H -2.4120 -0.8227 5.6993 0.0 0.1 0.0
H 0.2758 -1.7889 6.8212 0.0 -0.1 0.0
H -1.1909 -2.7512 6.6579 0.0 0.0 0.0
H -1.1415 -1.3834 7.7843 0.0 0.0 0.0
C 1.0722 -3.2849 -2.6882 0.1 -0.1 0.1
C 0.5731 -2.2993 -1.6461 0.0 0.1 -0.1
O 0.6684 -2.7651 -0.3124 -0.1 0.0 0.1
C 1.9686 -3.0683 0.1618 0.1 0.0 0.0
C 2.9209 -1.8832 0.1587 -0.1 0.1 -0.1
H 0.5540 -4.2406 -2.5925 0.0 0.0 0.0
H 0.8971 -2.8882 -3.6892 0.0 0.0 0.0
H 2.1421 -3.4768 -2.5904 0.0 0.1 0.0
H -0.4883 -2.1075 -1.8067 0.0 0.0 0.1
H 1.0870 -1.3369 -1.7556 0.0 0.0 0.0
H 2.3972 -3.9091 -0.3960 0.0 0.0 0.0
H 1.8221 -3.4148 1.1850 -0.1 0.0 0.0
H 3.1265 -1.5301 -0.8533 0.0 0.0 0.0
H 3.8726 -2.1579 0.6143 0.0 0.0 0.0
H 2.4920 -1.0513 0.7194 0.0 0.0 0.0
C 4.0900 -5.1121 9.0290 0.0 0.1 0.0
C 3.2040 -4.7187 7.8601 0.0 -0.1 0.0
O 2.4382 -3.5477 8.0808 -0.2 0.0 0.0
C 3.1722 -2.3634 8.3301 0.1 0.1 0.0
C 4.0993 -1.9626 7.1944 0.0 -0.1 0.0
H 3.4962 -5.2189 9.9380 0.0 0.0 0.0
H 4.5821 -6.0619 8.8186 0.0 0.0 0.0
H 4.8657 -4.3693 9.2225 0.0 0.0 0.0
H 2.4737 -5.5092 7.6845 -0.1 0.1 0.0
H 3.7940 -4.6250 6.9412 0.0 0.0 0.0
H 3.7278 -2.4461 9.2710 0.0 0.0 0.0
H 2.4244 -1.5822 8.4745 -0.1 -0.1 0.0
H 4.8924 -2.6945 7.0352 0.0 0.0 0.0
H 4.5709 -1.0049 7.4170 0.0 0.0 0.0
H 3.5402 -1.8687 6.2617 0.0 0.0 0.0
C 0.7575 -6.6827 -6.1453 0.0 0.1 0.1
C -0.2593 -6.3150 -7.2132 0.1 -0.1 0.0
O -1.1759 -5.3122 -6.8159 -0.1 0.0 0.0
C -0.6116 -4.0623 -6.4662 0.1 0.1 0.0
C 0.1603 -3.3914 -7.5904 0.0 -0.1 -0.1
H 0.2535 -6.9799 -5.2246 0.0 0.0 0.0
H 1.3766 -7.5119 -6.4893 0.0 0.0 0.0
H 1.4218 -5.8501 -5.9085 0.0 0.0 0.0
H -0.8731 -7.1854 -7.4461 0.0 0.0 0.0
H 0.2468 -6.0289 -8.1424 0.0 0.0 0.0
H 0.0181 -4.1633 -5.5750 0.0 0.0 0.0
H -1.4549 -3.4315 -6.1832 -0.1 -0.1 0.0
H 1.0411 -3.9650 -7.8823 0.0 0.0 0.0
H 0.4977 -2.4034 -7.2740 0.0 0.0 0.0
H -0.4721 -3.2796 -8.4723 0.0 0.0 0.0
C 0.3848 -8.0193 8.2229 0.0 -0.1 0.1
C 1.5377 -8.4712 7.3424 -0.1 0.1 0.0
O 2.6740 -8.9135 8.0622 0.1 0.1 0.0
C 2.4748 -10.0248 8.9166 0.0 -0.1 0.1
C 2.0100 -11.2820 8.2015 0.0 0.1 -0.1
H 0.7151 -7.2454 8.9178 0.0 0.0 0.0
H -0.4199 -7.6165 7.6072 0.0 0.0 0.0
H -0.0274 -8.8408 8.8108 0.0 0.0 0.0
H 1.8852 -7.6266 6.7464 0.1 0.0 0.0
H 1.2051 -9.2384 6.6339 0.0 0.0 0.0
H 1.7836 -9.7672 9.7273 0.0 0.0 0.0
H 3.4455 -10.2061 9.3787 0.0 0.0 0.0
H 1.0211 -11.1591 7.7578 0.0 0.0 0.0
H 1.9567 -12.1130 8.9055 0.0 0.0 0.0
H 2.7046 -11.5448 7.4023 0.0 0.0 0.0

---

58
Properties=species:S:1:pos:R:3:forces:R:3 method="wB97M-V/def2-TZVPD" e_above_lowest_ev=8.396 orbital_gap_ev=9.14 total_energy_ha=-1337.822139
C 0.7930 -0.6831 0.8062 -0.2 0.9 0.1
N 2.0625 -1.2092 0.2791 -0.4 1.5 4.4
C 2.5426 -2.3137 0.9810 3.8 -1.4 4.1
O 1.9402 -3.5535 0.6238 -0.8 -0.2 -0.6
C 0.0947 0.1579 -0.2535 3.5 1.1 0.3
N -0.7003 -0.5914 -1.1139 -2.0 -2.2 -2.1
C -0.2941 -0.5956 -2.5352 -3.1 -1.6 -0.1
H 1.0045 0.0369 1.6537 0.0 -1.1 -0.6
H 0.1195 -1.5086 1.1184 0.5 0.7 0.1
H 2.1326 -1.4875 -0.6205 -0.5 -0.3 -3.9
H 3.8028 -2.3096 0.8527 -3.5 -0.8 0.0
H 2.4403 -2.3582 2.2054 0.1 1.2 -2.9
H 0.9934 -3.5336 0.9323 1.0 0.1 -0.3
H -0.5422 0.9045 0.1858 1.1 0.1 -0.2
H 1.0422 0.6644 -0.7946 -2.4 -0.7 0.8
H -1.0031 -1.5448 -0.7539 1.1 1.4 -0.9
H -1.1210 -1.2204 -3.1054 2.2 0.7 1.0
H 0.7249 -0.9155 -2.6386 0.3 -0.4 -0.5
H -0.3960 0.3625 -3.0110 0.1 0.8 0.2
H -1.5468 1.4423 1.0521 -0.3 1.4 1.0
H -1.3550 3.0221 1.3734 -0.2 -1.7 0.0
O -1.0232 2.1023 1.5734 -0.3 0.9 0.2
H -0.9815 1.2611 3.3011 0.2 1.9 -1.5
H -0.7089 -0.1833 3.4617 0.4 -0.8 -0.3
O -1.1295 0.5521 3.8787 -0.7 -1.1 2.0
H 1.6113 -3.2637 -1.4606 0.6 1.0 -1.3
H 1.9811 -2.4562 -2.7999 2.8 13.9 -6.5
O 1.8291 -3.1355 -2.4195 -3.3 -15.3 7.9
H 0.0453 3.2008 -0.9645 0.6 -1.5 -3.4
H -0.4854 2.4332 -2.1583 -10.4 -4.8 -3.2
O 0.2224 2.7835 -1.9298 10.0 6.8 6.6
H -2.4276 -0.4592 -0.2112 -1.7 1.5 2.3
H -3.9390 -0.0602 0.3277 1.6 0.2 0.3
O -2.9809 -0.0028 0.6004 0.4 -1.6 -2.6
H 2.3583 2.8163 -2.2024 -1.1 0.5 -0.9
H 3.2783 1.9790 -3.3972 -1.5 1.5 3.2
O 3.0653 2.2210 -2.4023 2.6 -2.1 -2.7
H 0.8995 2.9881 1.4149 -1.0 -2.2 0.3
H 2.3431 3.2603 0.7866 1.5 -1.6 -0.7
O 1.5648 3.5793 1.1698 -0.6 3.6 0.2
H -1.4242 -3.9093 -1.3786 3.3 -1.7 -2.9
H -2.3034 -3.8855 -0.5050 -0.9 2.1 0.8
O -1.8798 -3.1831 -1.0679 -2.6 -0.4 1.6
H 4.4857 1.9288 -0.8963 0.1 0.6 -2.0
H 4.0687 0.6833 -0.0813 0.4 3.1 0.3
O 4.2854 1.7030 -0.0178 -0.8 -3.6 2.1
H -0.9980 -3.9068 2.1524 0.0 -1.3 0.8
H -1.2628 -2.4831 1.9991 0.1 -1.2 -1.1
O -1.0000 -3.2891 1.4411 -0.1 1.9 0.9
H -1.7959 4.9139 0.3647 1.6 3.3 0.3
H -2.9090 4.2314 -0.3568 -0.3 -0.2 -0.4
O -2.2006 4.1098 0.2690 -1.2 -2.6 -0.1
H -2.5563 1.7570 -2.7757 -0.4 0.7 2.2
H -2.0710 1.3773 -1.3321 -1.1 0.8 -0.6
O -2.6451 2.0501 -1.8024 1.2 -1.7 -1.8
H -2.8329 -1.1286 2.7560 -2.5 5.9 -3.9
H -2.6698 -1.5562 4.1979 0.4 -0.2 -2.1
O -2.5485 -1.7947 3.2277 2.1 -5.6 5.8

---

9
Properties=species:S:1:pos:R:3:forces:R:3 method="wB97M-V/def2-TZVPD" e_above_lowest_ev=2.771 orbital_gap_ev="8.85 / 6.05" total_energy_ha=-911.154810
C 0.1713 0.0624 -0.3635 -1.8 1.6 -0.1
C -1.3600 0.2086 0.2482 1.2 -1.3 0.1
C -0.3039 -0.6805 0.8302 1.2 0.7 -0.5
F 0.8039 1.2377 -0.3987 0.3 -0.3 0.7
F 0.3493 -0.5222 -1.5151 0.2 -1.0 -0.6
F -1.4900 1.4237 0.7923 -0.9 -0.6 -0.2
F -2.4710 -0.3841 -0.2261 0.6 1.2 0.1
F -0.2676 -1.9908 0.6194 -0.7 -0.2 0.4
I 4.5680 0.6451 0.0135 0.0 0.0 0.0